Entry 1:
Entry from the OMol25 dataset: a molecular structure, C49H62O2P2Si3Ti at a distorted geometry (wB97M-V/def2-TZVPD).

```
119
Properties=species:S:1:pos:R:3:mulliken_charge:R:1
H -0.26255 -5.67784 1.46613 0.474
H -1.70227 0.88153 -4.71615 0.479
C 3.66320 -3.74930 -0.77526 -0.854
C 1.10445 -3.31080 -2.85276 -0.629
H -1.84580 5.70385 -0.78005 0.312
C -4.84734 -1.92789 2.55636 -0.828
H -2.41770 4.77806 -3.48569 0.315
H 1.25821 -4.05943 -2.08766 0.455
P 2.18523 -1.44787 -1.03842 0.853
H -2.07420 -1.30401 -1.17718 0.517
H 5.99426 0.79565 0.91592 0.484
C 1.32607 -1.03392 -3.61059 -0.216
C 0.72621 -1.37043 -4.80981 -0.641
C -3.48317 -1.77326 2.70180 -0.460
C 1.19865 2.58140 -3.41461 -1.395
H 0.56936 1.89152 -3.96810 0.164
H 2.77309 1.92527 0.79948 0.110
C -0.60731 3.37588 1.62175 -0.475
C 6.25142 0.65735 -1.20769 -0.715
H -0.65139 -4.32015 -0.34649 0.642
H -4.56724 3.22621 -1.78553 0.297
H -2.98875 -2.10102 3.60692 0.588
H -3.50667 5.24799 -0.48286 0.359
C -3.42874 2.46779 1.08972 -0.866
C 0.28846 1.60930 4.96378 -0.762
H 7.21375 1.14494 -1.20217 0.430
H -4.73830 1.52933 -2.17752 0.216
C -4.30244 2.46519 -2.50830 -1.249
O 1.21143 2.18039 -0.48990 -0.482
C -3.31881 -0.83306 0.46133 -1.033
H -0.19488 -1.85140 4.55248 0.533
H -0.99698 3.60595 2.60904 0.510
H 2.19111 2.14512 -3.30942 0.543
H 1.84520 -2.37337 1.71911 0.305
H -0.15151 2.37792 1.66535 -0.299
H 0.74357 5.30481 -0.54015 0.383
C 0.29897 -2.67186 -5.02360 -0.782
C -2.50363 5.21336 -0.07217 -1.140
C 5.71025 0.20724 -2.40094 -0.729
H -2.87307 0.06029 -3.72838 0.468
C -2.05941 3.86280 -3.94503 -1.188
C 0.49445 -3.64092 -4.05075 -0.954
O 1.14638 -0.61670 -0.33202 0.707
C -0.23223 -4.83674 2.14338 -0.371
H -3.09368 1.49885 1.46036 -0.106
C 2.49656 2.53746 -0.05667 -1.219
H 2.52082 3.59026 0.22858 0.335
C -2.01085 0.72163 -3.68759 -0.791
H 1.90495 5.11900 -1.84920 0.426
H -1.20759 0.18867 -3.16494 -0.427
C -0.50988 -2.48247 2.53179 -0.065
C 3.92435 -4.99823 1.25282 -0.935
H 0.59835 -0.62515 -5.57924 0.529
C 0.87764 4.92449 -1.54884 -1.369
H 0.30902 -6.02279 3.83700 0.421
H 4.05766 -0.77677 -3.35206 0.456
H 1.31941 3.46179 -4.03850 0.592
C 0.28413 0.72280 3.89554 0.717
H -5.42075 -2.39029 3.34524 0.469
H -6.53150 -1.58237 1.27907 0.445
C -2.12199 0.73939 3.96071 -0.818
H -4.25459 2.29531 0.40948 0.325
H -2.57374 3.75583 -4.89314 0.459
Si 0.43329 3.06476 -1.71110 0.211
H 0.24801 5.51896 -2.20247 0.390
H 4.93553 -5.45389 -0.57945 0.476
C 3.76261 -0.56126 -1.23753 1.725
C 0.08185 -5.03282 3.47646 -1.001
H -2.50683 5.80628 0.83694 0.411
H 4.37169 -5.82342 1.78475 0.441
C -2.73344 -1.18677 1.68509 0.524
Ti -0.70617 0.67542 -0.31509 -1.409
H 2.39919 0.90385 3.63754 0.587
H -4.78073 2.73180 -3.44469 0.427
C -0.53475 -3.57548 1.65311 0.644
C 1.57890 0.28302 3.28323 -0.888
H -3.12540 0.08418 -1.41943 0.112
P -0.96042 -0.80973 1.90091 2.036
H 3.90062 -3.57599 -1.81699 0.485
Si -2.41271 2.38614 -2.78717 1.013
H -3.03724 1.98566 5.42178 0.454
H -3.81519 3.02881 1.93524 0.550
H -5.19438 -0.70840 -0.57142 0.443
H 1.80390 -0.75004 3.55095 0.255
H 1.52599 0.34480 2.19097 -0.248
H 1.65305 -0.02152 -3.41424 -0.085
Si -1.97295 3.40466 0.26124 0.427
H -1.98238 -3.26071 0.12625 0.389
H 1.23731 1.95255 5.34946 0.461
C -2.10237 1.63189 5.01435 -0.895
H -3.07462 0.40691 3.58322 0.258
H 6.26588 0.32779 -3.31818 0.458
C 5.56217 0.47194 -0.01819 -0.592
H 2.82527 -4.29538 2.94647 0.585
C -0.94247 0.25205 3.40319 0.503
H -1.00570 3.99707 -4.15174 0.240
H 3.23008 2.37253 -0.84940 0.287
C -0.89214 2.06406 5.52739 -0.796
H 0.30738 -4.09677 5.39529 0.465
H 0.17969 4.09033 1.40833 0.462
C -5.46175 -1.49009 1.39138 -1.001
C -0.19365 -2.68907 3.87027 -0.126
H -0.19115 -2.93244 -5.94853 0.433
C 1.52098 -2.00334 -2.63433 0.584
C -4.70482 -0.98131 0.35211 -0.423
C 4.46864 -0.40832 -2.42157 -0.676
C -2.47226 -0.39527 -0.68523 -0.256
C 3.05994 -4.13725 1.90588 -0.584
H -0.86832 2.76073 6.35155 0.391
H -0.38754 -2.56735 -0.23920 -0.660
C 2.77718 -2.89623 -0.12324 0.578
C 4.23666 -4.79794 -0.08395 -0.869
C -0.90540 -3.42023 0.21214 -0.804
C -1.29526 2.46668 -1.25565 2.056
C 4.32763 -0.14637 -0.03465 -1.036
C 2.50084 -3.07189 1.22209 0.095
H 3.78569 -0.32539 0.88540 0.360
H 0.17971 -4.65859 -4.22886 0.488
C 0.09276 -3.95619 4.34556 -0.872
```

F_max (eV Å⁻¹): 1.8
Lowest unoccupied orbital energy (alpha / beta) (eV): -2.300 / -2.294
2S+1: 2
Net charge: +1
Orbital gap (alpha / beta) (eV): 7.904 / 8.416

=====

Entry 2:
Entry from the OMol25 dataset: 5 unconnected molecules or ions with the total composition C49H74BF2N5O9PS2 at a distorted geometry (wB97M-V/def2-TZVPD).

```
143
Properties=species:S:1:pos:R:3:mulliken_charge:R:1
N -4.46469 -3.09243 -2.38141 0.102
H 3.12116 -0.20306 0.82295 0.181
H -0.03237 0.28559 2.73491 0.093
H -1.21276 1.61183 0.03116 0.376
H -2.66841 -0.43720 -0.59349 0.370
H 1.66723 0.86930 3.17860 0.448
H 2.45174 1.91064 1.16559 -0.346
C 4.39175 6.64739 -1.65055 -0.158
H -8.57973 1.04834 -1.75082 0.399
C 0.95746 2.24505 7.10932 -0.293
H -10.22136 0.21577 -1.60896 0.413
H -5.52086 -1.40307 -4.29188 0.353
N -0.98974 -0.96887 -7.45160 1.090
C 4.80808 7.66399 -2.50026 -0.550
H 0.21295 -0.68504 -1.55545 -0.156
O 2.89230 1.41762 -1.79268 -0.934
H -6.28448 -2.58387 -1.50221 0.421
H 4.09746 8.34666 -2.94656 0.455
H 7.15773 -0.71358 0.07111 0.474
N 3.45797 3.15766 10.39301 1.001
O -2.02542 -0.85024 -6.83150 -0.589
H -1.08459 -4.30742 0.37429 0.027
C -9.11847 0.10860 -1.47851 -0.944
C 0.05640 2.40586 3.09064 -0.252
H 1.40096 0.14915 -3.67457 0.578
H 4.98065 4.98551 -0.40836 0.634
H -3.19463 -5.53475 -1.10215 0.371
N 2.96618 6.48323 -1.36787 1.093
C -4.02786 -3.46767 -1.01251 -0.655
H 0.59580 2.66566 0.83479 -0.193
C -3.40069 -2.54377 -3.18411 -0.117
H -4.90786 -3.98318 -0.54103 0.360
H 2.24339 -4.61853 2.12787 0.282
H -9.92602 -0.63582 2.83168 0.297
H -1.66879 -1.86687 -0.98900 -0.299
H -9.33332 -1.32516 -3.13511 0.350
C 2.58208 2.84863 9.26419 -0.014
C -0.59732 0.03567 -1.32031 0.701
H -6.80909 -2.62789 -3.93306 0.261
C 1.58169 -1.56794 1.41199 -0.657
H 1.60255 3.85807 -2.17924 0.152
C 7.95654 0.01370 0.13198 -0.192
H 0.63984 -6.57592 2.99638 0.411
H 3.05328 4.66782 8.20242 0.425
O 3.53711 2.34244 11.29121 -0.617
H -9.43609 -2.10269 0.97692 0.248
H 11.33377 0.16635 0.34737 0.374
C 1.04417 1.36329 8.18195 -0.592
C 0.73716 1.07792 2.58256 -0.861
C 2.49506 3.74126 8.20205 -0.296
C 2.62827 -0.21379 -5.39893 -0.666
C -0.28248 -6.78709 1.00662 -0.818
P 1.17686 1.33030 0.69349 0.792
C -2.60580 -5.59021 1.44659 -1.191
H -1.96004 -7.57667 2.13933 0.389
H 10.83566 2.58746 0.35199 0.373
C 8.71385 2.30950 0.21604 -0.211
C 6.16052 7.80149 -2.78158 -0.394
C 10.02801 1.86903 0.28886 -0.566
S -2.76246 -0.81260 -2.98749 -0.197
H -2.03002 -4.28961 -1.67466 0.246
H -2.50910 -5.23471 2.50213 0.441
O 4.06266 4.21179 10.37136 -0.612
C -10.58021 -0.52199 1.93924 -1.179
O 5.43139 0.98879 0.06248 -0.589
O 2.18872 7.24006 -1.91730 -0.640
H -5.19347 -1.15999 -1.68528 0.193
C 5.30369 5.77436 -1.07345 -0.348
H 2.11591 -0.75363 -0.51527 0.215
C 1.46884 -0.79205 -7.42908 -0.542
C 10.30689 0.50728 0.28483 -0.410
H 0.68512 3.30305 2.92246 0.240
H -7.57089 -0.01580 -4.14405 0.397
C 0.22616 -0.35208 -5.40031 -0.131
C 0.26306 -0.69471 -6.74585 -0.207
N 6.30030 1.83321 0.09160 0.946
H -10.78993 0.56131 1.76529 0.325
H 9.49513 -1.47852 0.19666 0.368
H 0.18523 -7.80264 1.00100 0.450
H -11.56138 -1.01809 2.15724 0.333
H 0.30221 2.67696 -2.74369 0.244
C 9.27371 -0.41882 0.20235 -0.550
H 0.47818 0.44035 8.17023 0.386
C 6.65392 5.91637 -1.36208 0.128
H -7.86405 -0.71455 0.17652 0.218
C -8.54564 -1.04466 -2.39510 -0.431
H 1.73214 -1.45573 2.51466 0.269
H -1.07768 0.02550 0.79947 0.499
C 7.68824 1.37584 0.14387 0.090
H -0.90135 2.46935 2.51644 0.184
H 7.37273 5.23679 -0.92302 0.166
C -5.55043 -2.09116 -2.19084 -0.688
H -2.52275 -3.46478 1.00312 0.331
H 8.50559 3.37067 0.22015 0.362
C 0.87519 3.06203 -1.86855 -0.789
C -2.18359 -4.40920 0.50283 0.240
H 1.62737 -5.07148 0.47571 0.296
C 0.41614 -5.92430 2.11776 -0.250
H -0.12653 -6.28696 0.01659 0.299
C 2.04220 -0.36983 0.53988 -0.684
F 0.30194 -2.09649 1.10082 -0.203
C 7.08120 6.92619 -2.21637 -0.515
C -2.84194 -4.48420 -0.94263 -0.764
C -1.83317 -6.93853 1.22758 -0.748
H -2.25923 -7.44459 0.33111 0.298
H 1.92244 0.96884 10.09368 0.427
C -7.28346 -0.55772 -3.21053 -0.812
H 3.60115 -0.62390 -7.27026 0.362
H 6.49731 8.58858 -3.44477 0.365
H 3.63579 1.48188 -1.17776 -0.037
H 0.32675 2.00639 6.26082 0.678
O 6.09721 3.03065 0.08360 -0.588
H 3.55573 -0.03162 -4.86839 0.453
H 1.49868 -1.05456 -8.47814 0.438
C -9.95409 -1.17389 0.64918 -0.406
F -0.31938 2.20146 4.45570 -0.355
H -8.31070 -1.96549 -1.80412 0.273
O -0.92276 -1.30064 -8.62132 -0.647
C -0.53718 0.71019 0.09219 -1.710
H -3.85878 -2.55433 -0.37865 0.296
H -8.85087 0.74826 0.62261 0.456
H -0.15731 -5.00978 2.37555 0.224
C -6.27692 -1.73100 -3.53558 -0.483
H -10.72842 -1.37013 -0.12307 0.377
C 2.65467 -0.54897 -6.74906 -0.382
H -3.70034 -5.77250 1.27425 0.355
H -0.71131 -0.27414 -4.86957 0.454
C 1.80101 -5.43400 1.51504 -1.211
H 1.60850 4.11685 6.28530 0.410
H 8.13603 7.03095 -2.44409 0.379
C 1.41678 -0.11297 -4.72614 -0.237
C -1.93796 -0.84528 -1.33875 -0.449
H 0.17054 3.56126 -1.15908 0.181
H 2.52304 -6.28746 1.43332 0.414
H -6.73936 0.17066 -2.55208 0.401
B 1.73356 1.91128 -1.10455 1.644
H 2.27599 -2.41759 1.15394 0.266
O 2.64430 5.59975 -0.60578 -0.572
C 1.67976 3.43280 7.12159 -0.614
C -8.84464 -0.20370 0.04678 -0.588
C 1.85903 1.66211 9.26557 -0.230
H -0.74766 0.74759 -2.17148 0.231
S -2.64987 -3.44619 -4.36853 -0.182
```

F_max (eV Å⁻¹): 2.7
Lowest unoccupied orbital energy (eV): 0.696
Net charge: -1
Orbital gap (eV): 4.160

=====

Entry 3:
Entry from the OMol25 dataset: 11 unconnected molecules or ions with the total composition C49H76BFN12O6S at a distorted geometry (wB97M-V/def2-TZVPD).

```
146
Properties=species:S:1:pos:R:3:mulliken_charge:R:1
H 0.61295 -2.71340 0.10993 0.430
H 2.41700 2.51389 -1.38294 0.420
C -2.21310 -8.68870 2.90355 -0.157
H 1.55101 3.18915 -3.56279 0.421
H -1.60775 1.34925 3.13989 -0.131
H -0.33494 -1.28390 0.42521 0.341
H -5.50994 4.17226 -7.24871 0.334
C -1.34511 -3.07281 0.89317 -0.158
H -1.86782 -8.13944 10.45130 0.276
N -3.71538 3.14904 -4.86607 -0.459
H -1.27823 -6.71443 7.07525 0.278
C 6.57442 4.37544 -9.28674 -0.669
H -0.10458 4.76615 1.53930 0.486
C 1.32908 2.17326 -5.48961 -0.565
C -2.39775 -7.74359 -2.22901 0.151
N 3.19523 3.56407 -9.63558 -0.152
C -5.28674 0.32452 -6.29798 0.351
H -3.52168 -0.19796 2.18646 0.455
C -4.71346 2.03639 2.28331 -1.340
C -2.30766 7.45330 4.02686 -0.880
H -1.85788 -3.00783 -0.07409 0.418
H -5.51928 1.35817 1.99018 0.339
H 6.59980 3.55407 -8.57284 0.246
H 0.95590 1.50293 -3.46331 0.233
H 0.52871 5.47634 3.82921 0.614
C 3.14501 0.77488 -2.40335 -0.787
C 2.44196 1.43382 -1.18926 -0.150
H -6.12399 -0.71229 -4.67818 0.260
C 1.46047 3.23433 -8.50956 0.428
C 0.87458 1.75247 2.76757 -0.864
H 0.35816 3.64503 9.44739 0.276
H -3.02217 -6.84653 10.82557 0.276
H 2.71273 -0.20282 -2.64629 0.307
H 0.67221 0.35054 1.18370 0.297
C -0.26683 -1.69670 5.54861 -0.887
H 0.74064 1.28599 -5.73827 0.364
C -4.27866 -4.10801 2.57351 -0.791
C -1.30954 7.31501 2.96584 0.438
H 1.31558 3.83729 5.40726 0.159
N -5.34798 1.14116 -7.10714 -0.381
H -1.75327 0.33948 4.58308 -0.022
H 0.14609 -2.88915 2.87872 0.538
H 4.26514 1.24602 -0.09469 0.573
H -2.29458 -8.78374 -0.40676 0.270
C 0.39066 2.72107 1.90378 0.660
C -4.11586 1.44109 3.57110 0.409
C 1.01822 0.34465 2.22751 1.278
N 2.13104 4.19339 -9.04698 -0.602
H -3.30466 7.49344 3.59242 0.301
N -2.41540 -10.93960 4.22248 -0.384
C -0.86093 -5.84147 6.58077 -0.479
H 3.82697 -0.67008 0.91125 0.398
C 0.60873 -2.11133 2.24909 -1.981
H -5.06590 3.05457 2.45188 0.374
O -1.18514 -0.70452 2.81793 0.168
H 1.40059 2.72855 8.34309 0.230
H -3.69320 -0.61786 3.92530 0.137
H 1.26980 4.27514 -5.88622 0.394
H 3.79999 1.55123 -9.80150 0.443
H -2.12532 8.36767 4.58781 0.306
C 1.17293 4.76129 7.86769 0.442
C -3.02143 -4.95998 2.56366 0.833
H -3.99050 3.61711 -7.97049 0.264
H -2.12210 -7.85604 3.59862 0.035
O -2.60806 -5.41069 3.60899 -0.527
H -4.07838 5.22128 -7.21570 0.345
C 7.62586 4.19424 -10.28879 0.297
H -0.99438 -2.30203 4.98784 0.133
C 10.62432 5.38544 -13.47459 -0.544
H -0.61904 -5.02356 0.42261 0.322
H -4.36229 -0.51705 -4.61549 0.254
H -1.33312 -8.71446 2.26268 0.278
H -0.27362 3.65087 -5.18217 0.517
H -4.87504 -4.30676 3.46286 0.389
H 0.10232 2.43815 0.89180 0.443
C 1.21172 2.16879 4.03301 -0.028
C -2.88058 -7.77879 10.28249 -0.838
H 2.11799 3.85659 9.50878 0.286
F -5.15501 1.13455 4.45170 -0.404
C -2.78225 -7.90502 -0.82550 -0.178
H 1.40602 1.09094 -1.07863 0.171
C -1.13176 -4.54088 1.25952 -0.631
H -2.48450 -7.02629 -0.25511 -0.166
H 0.29028 -2.36351 6.21263 0.259
H 2.53019 -1.66199 4.98188 0.336
N -0.01068 -4.13852 8.37567 -0.490
S -0.05291 3.28288 -7.60322 -0.210
O 2.02488 2.02676 -8.70073 -0.251
H -0.60230 -4.70882 2.19973 0.345
C -4.42656 4.19124 -7.15632 -0.872
H -4.01603 -3.04450 2.58592 -0.069
H -3.44821 2.14588 4.07804 0.359
H -2.24572 6.60187 4.70271 0.272
C 10.57746 6.43365 -14.49692 0.284
N 8.45361 4.04935 -11.07693 -0.351
C 1.65280 2.17853 -3.96930 -0.465
C 0.55086 3.45118 -5.86604 -0.748
N -2.09483 -7.61669 -3.33318 -0.373
H -4.88161 -4.28053 1.67626 0.337
H 5.59834 4.39590 -9.77070 0.188
C -3.36454 0.14744 3.21054 -0.875
C -3.09555 -7.55606 8.85198 0.468
H 1.59549 1.45556 4.75700 0.519
H 3.04074 2.04008 0.85095 0.255
H 9.68285 5.35205 -12.93099 0.141
C 0.22349 -0.76386 2.97017 -0.069
C 2.87112 -0.13637 0.82712 -0.267
O -2.41717 -5.22114 1.36602 -0.288
N 1.09686 5.62246 7.11178 -0.400
H -1.63186 -5.38416 5.96339 0.069
N -0.52325 7.19951 2.13197 -0.427
O 2.04035 -0.84225 4.87015 -0.767
C 1.07205 3.48502 4.40176 -0.861
C 0.25391 4.03725 2.25712 -1.361
C 0.61642 4.44049 3.52979 -0.430
C 3.13008 2.31440 -9.44477 0.080
H 3.73823 2.55141 -3.46246 0.267
H -3.58886 -8.51832 10.65057 0.311
C 1.26821 3.68201 8.85198 -0.772
H -5.08641 -1.68710 -5.73604 0.286
H -0.75205 -0.89124 6.10592 0.321
H 1.68140 -2.30458 2.28216 0.602
H 3.53104 1.16116 -4.50968 0.476
H -2.04312 -2.63290 1.61469 -0.452
O 2.42419 0.04952 2.15794 -0.451
C -0.38537 -4.88649 7.58240 0.264
N -3.26504 -7.38053 7.72572 -0.431
C -0.04123 -2.24565 0.85851 -0.692
H -3.09825 -8.54011 2.28738 0.177
C 3.19298 1.22171 0.14271 -1.036
H 2.22036 -0.77745 0.21668 -0.037
H -0.03307 -6.15238 5.94425 0.340
C -2.32653 -9.94875 3.64167 0.046
H 6.72815 5.31279 -8.75554 0.280
B 0.72908 -1.06595 4.46830 0.730
H 4.20325 0.65488 -2.14399 0.384
H -3.91502 2.00079 1.53650 0.314
H 11.43141 5.58918 -12.77372 0.254
H 2.27010 2.13313 -6.04624 0.237
H 10.79625 4.41903 -13.94391 0.255
N 10.54027 7.25829 -15.30080 -0.370
C -1.84666 0.33520 3.48916 0.403
C -5.21040 -0.71182 -5.26926 -0.771
C 3.09114 1.68411 -3.65100 -0.933
H -3.86119 -8.02771 -0.74921 0.327
C -4.03045 3.60808 -5.87530 0.406
```

F_max (eV Å⁻¹): 2.5
Lowest unoccupied orbital energy (eV): 0.033
SMILES string: CB(O)[C@@](CCCCOC(C)=O)(OCC[C@@H](C)F)[C@H](OCCCCCCCCSc1nnco1)c1ccccc1.CC#N.CC#N.CC#N.CC#N.CC#N.CC#N.CC#N.CC#N.CC#N.CC#N
Orbital gap (eV): 9.128

=====

E list, top to bottom, in eV: -121241.0391; -114947.8964; -96436.9889